1.
Here is 2 unconnected molecules or ions with the total composition C5H13N3 in a non-equilibrium geometry from OMol25. Energies are from ωB97M-V/def2-TZVPD.

```
! RIJCOSX wB97M-V def2-TZVPD def2/J DEFGRID3
* xyz 0 1
C -0.693 -0.263 1.224
N -2.048 -0.305 1.759
C -2.444 -1.421 2.452
N -3.598 -1.940 2.256
H -0.532 0.698 0.740
H 0.045 -0.316 2.031
H -0.459 -1.068 0.529
H -2.735 0.044 1.112
H -1.715 -1.792 3.170
H -3.775 -2.571 3.034
C 1.291 2.300 -2.033
C 1.826 1.101 -1.261
C 1.625 -1.152 -1.642
N 0.975 -0.080 -1.465
H 1.991 3.127 -1.885
H 1.361 2.091 -3.102
H 0.272 2.558 -1.758
H 1.940 1.337 -0.200
H 2.852 0.900 -1.598
H 2.714 -1.144 -1.734
H 1.105 -2.105 -1.629
*
```

Output
LUMO energy	0.9	eV
gap between HOMO and LUMO	9.79	eV
F_max	0.0213	hartree/bohr
relative energy (zero: lowest compared OMol25 entry of this formula, charge and spin)	156.50	kJ/mol

=====

2.
Here is a molecular structure, C8H12O4 in a non-equilibrium geometry from OMol25. Energies are from ωB97M-V/def2-TZVPD.

```
! RIJCOSX wB97M-V def2-TZVPD def2/J DEFGRID3
* xyz 0 1
C -2.731 1.172 -0.036
C -2.824 -0.406 -0.064
C -0.446 -0.919 0.186
C 1.626 0.320 0.270
C 2.222 1.609 -0.292
C 2.421 -0.871 -0.068
C 1.663 -2.111 -0.183
C 0.418 -2.101 -0.105
H -2.157 1.498 -1.113
H -1.889 1.186 0.707
H -3.451 1.687 0.556
H -3.182 -0.644 0.840
H -3.668 -0.858 -0.548
H -0.463 -0.863 1.296
H 1.125 0.243 1.280
H 3.329 2.026 0.336
H 2.523 1.332 -1.355
H 0.257 2.217 -0.385
H 2.221 -2.875 -0.412
H -0.406 -2.829 0.073
O -1.697 -1.027 -0.565
O 0.263 0.234 -0.222
O 1.270 2.710 -0.125
O 3.577 -0.731 -0.069
*
```

Output
LUMO energy	0.3	eV
gap between HOMO and LUMO	9.87	eV
F_max	0.1679	hartree/bohr
relative energy (zero: lowest compared OMol25 entry of this formula, charge and spin)	666.26	kJ/mol

=====

3.
Here is C18H23N3O2S3 in the gas phase in a non-equilibrium geometry from OMol25. Energies are from ωB97M-V/def2-TZVPD.

```
! RIJCOSX wB97M-V def2-TZVPD def2/J DEFGRID3
* xyz 0 1
C 2.411 0.429 -2.413
H 2.446 1.370 -2.956
H 1.372 0.194 -2.197
H 2.812 -0.352 -3.055
C 3.220 0.544 -1.120
C 3.117 -0.708 -0.282
C 3.562 -1.920 -0.798
C 3.585 -3.075 -0.040
C 3.175 -3.041 1.282
C 2.712 -1.855 1.814
C 2.656 -0.698 1.039
N 2.170 0.471 1.671
C 1.280 1.391 1.211
N 0.371 1.025 0.271
C -0.511 2.033 -0.285
C -1.825 2.082 0.496
N -2.446 0.772 0.528
S -3.312 0.344 -0.847
O -3.577 1.519 -1.620
O -2.718 -0.794 -1.490
C -4.831 -0.171 -0.104
C -5.985 0.543 -0.008
C -6.993 -0.159 0.687
C -6.576 -1.383 1.106
S -4.949 -1.708 0.654
H -7.131 -2.120 1.652
H -7.979 0.231 0.863
H -6.092 1.523 -0.433
C -1.560 -0.259 1.025
C -0.237 -0.290 0.244
H 0.429 -1.037 0.670
H -0.457 -0.557 -0.794
H -2.068 -1.218 0.926
H -1.368 -0.056 2.084
H -2.525 2.764 0.019
H -1.639 2.401 1.526
H -0.011 3.002 -0.248
H -0.724 1.764 -1.324
S 1.357 2.923 1.846
H 2.704 0.801 2.465
H 2.378 -1.808 2.841
H 3.211 -3.930 1.892
H 3.938 -3.998 -0.475
H 3.915 -1.957 -1.818
C 4.692 0.836 -1.431
H 5.130 0.046 -2.034
H 5.264 0.923 -0.510
H 4.775 1.773 -1.978
H 2.833 1.393 -0.552
*
```

Output
LUMO energy	0.5	eV
gap between HOMO and LUMO	8.60	eV
F_max	0.0204	hartree/bohr
relative energy (zero: lowest compared OMol25 entry of this formula, charge and spin)	154.89	kJ/mol

=====

4.
Here is a molecular structure, C20H33AlN5OS2 from OMol25. Energies are from ωB97M-V/def2-TZVPD.

```
! RIJCOSX wB97M-V def2-TZVPD def2/J DEFGRID3
* xyz 3 1
Al 0.462 -0.150 -0.150
C 2.048 -2.432 -1.007
C 3.156 -1.668 -0.313
N 2.576 -0.476 0.384
C 3.437 0.736 0.231
C 3.344 1.344 -1.162
S 1.605 1.545 -1.647
C 1.503 0.571 -3.167
C 1.864 -0.889 -2.943
N 1.182 -1.463 -1.743
H 1.422 -2.936 -0.266
H 2.451 -3.198 -1.669
H 3.908 -1.328 -1.020
H 3.669 -2.316 0.395
H 2.567 -0.682 1.377
H 4.476 0.487 0.447
H 3.123 1.465 0.975
H 3.857 0.752 -1.919
H 3.802 2.330 -1.161
H 2.152 1.027 -3.912
H 0.475 0.696 -3.516
H 2.939 -0.994 -2.828
H 1.595 -1.468 -3.825
H 0.391 -1.997 -2.083
N -0.498 -2.389 2.056
C -0.033 -1.220 2.660
C 0.050 -1.175 4.052
C 0.476 -0.023 4.660
C 0.808 1.089 3.874
C 0.722 0.964 2.521
N 0.336 -0.191 1.893
C -1.211 -2.482 0.868
C -2.149 -3.512 0.733
C -2.913 -3.579 -0.400
C -2.751 -2.605 -1.398
C -1.792 -1.658 -1.215
N -0.980 -1.600 -0.111
H -0.697 -3.130 2.707
H -0.240 -2.040 4.637
H 0.539 0.030 5.741
H 1.126 2.022 4.321
H 0.973 1.795 1.873
H -2.276 -4.231 1.534
H -3.651 -4.366 -0.512
H -3.359 -2.607 -2.294
H -1.624 -0.894 -1.968
C -1.778 4.466 1.275
C -1.782 3.613 0.007
S -2.004 1.867 0.420
O -0.780 1.174 -0.228
C -3.386 1.385 -0.609
C -3.171 1.569 -2.105
H -1.714 5.516 0.992
H -0.927 4.234 1.919
H -2.696 4.337 1.852
H -0.841 3.650 -0.543
H -2.589 3.888 -0.670
H -4.217 1.981 -0.216
H -3.574 0.348 -0.328
H -3.202 2.615 -2.406
H -3.976 1.060 -2.634
H -2.222 1.144 -2.436
*
```

Output
LUMO energy	-8.6	eV
gap between HOMO and LUMO	9.12	eV
F_max	0.0156	hartree/bohr
relative energy (zero: lowest compared OMol25 entry of this formula, charge and spin)	95.96	kJ/mol

=====

5.
Here is 11 unconnected molecules or ions with the total composition C22H45Br20FO5PS in a non-equilibrium geometry from OMol25. Energies are from ωB97M-V/def2-TZVPD.

```
! RIJCOSX wB97M-V def2-TZVPD def2/J DEFGRID3
* xyz 1 1
O 3.089 -0.095 0.288
C 2.303 0.536 -0.324
O 2.050 0.236 -1.621
C 1.625 1.728 0.398
P -0.034 2.178 -0.257
O 0.086 2.942 -1.667
S -1.423 0.530 -0.354
O -2.607 0.872 0.368
O -0.855 -0.684 0.126
F -1.850 0.464 -1.899
H 2.857 -0.202 -1.962
H 2.303 2.609 0.290
H 1.483 1.424 1.473
H -0.601 3.117 0.664
H 1.018 3.185 -1.854
Br -2.773 -1.050 4.353
C -2.806 -1.821 2.564
C -3.470 -3.171 2.551
Br -2.290 -4.548 3.267
H -1.777 -1.849 2.215
H -3.372 -1.112 1.961
H -3.685 -3.478 1.524
H -4.386 -3.204 3.135
Br 3.079 2.041 3.571
C 2.969 0.766 5.041
C 3.427 -0.599 4.606
Br 2.057 -1.490 3.537
H 1.943 0.780 5.398
H 3.624 1.165 5.814
H 3.581 -1.243 5.470
H 4.335 -0.579 4.008
Br -4.725 1.436 -5.336
C -4.767 0.100 -3.921
C -4.361 -1.258 -4.431
Br -5.798 -2.095 -5.442
H -5.769 0.118 -3.499
H -4.057 0.455 -3.176
H -4.166 -1.936 -3.601
H -3.491 -1.228 -5.082
Br -8.670 2.702 -4.649
C -8.837 3.183 -6.528
C -7.536 3.699 -7.082
Br -7.191 5.527 -6.507
H -9.649 3.902 -6.599
H -9.129 2.262 -7.032
H -7.575 3.746 -8.170
H -6.679 3.105 -6.778
Br -5.133 -4.282 -0.265
C -3.609 -5.497 -0.167
C -3.862 -6.757 -0.952
Br -5.056 -7.959 0.004
H -3.417 -5.681 0.887
H -2.773 -4.941 -0.593
H -2.937 -7.317 -1.082
H -4.310 -6.572 -1.925
Br 3.701 -2.322 -3.850
C 2.408 -2.712 -5.256
C 1.322 -1.670 -5.303
Br 0.040 -1.924 -3.859
H 2.032 -3.715 -5.071
H 2.983 -2.708 -6.181
H 0.741 -1.761 -6.219
H 1.700 -0.655 -5.218
Br 2.920 7.182 -1.684
C 2.922 6.396 -3.465
C 2.262 5.043 -3.461
Br 3.445 3.680 -2.703
H 3.956 6.366 -3.799
H 2.362 7.092 -4.087
H 2.059 4.709 -4.477
H 1.339 5.024 -2.886
Br 7.606 -0.465 5.466
C 7.395 -2.197 4.599
C 7.778 -2.136 3.143
Br 6.385 -1.281 2.081
H 6.363 -2.503 4.754
H 8.059 -2.869 5.142
H 7.875 -3.139 2.731
H 8.697 -1.584 2.965
Br 5.521 -3.109 8.999
C 5.289 -4.838 8.137
C 5.696 -4.785 6.689
Br 4.339 -3.905 5.603
H 4.251 -5.127 8.279
H 5.931 -5.522 8.690
H 5.783 -5.789 6.276
H 6.628 -4.249 6.528
Br -0.270 5.559 0.987
C -2.114 5.851 1.569
C -2.216 7.055 2.467
Br -1.565 6.658 4.256
H -2.446 4.932 2.047
H -2.681 6.005 0.652
H -3.257 7.344 2.598
H -1.649 7.908 2.104
*
```

Output
LUMO energy	-4.4	eV
gap between HOMO and LUMO	6.99	eV
F_max	0.0781	hartree/bohr

=====

6.
Here is 15 unconnected molecules or ions with the total composition C68H97Br2F6N16O6S2 in a non-equilibrium geometry from OMol25. Energies are from ωB97M-V/def2-TZVPD.

```
! RIJCOSX wB97M-V def2-TZVPD def2/J DEFGRID3
* xyz 7 1
C -3.188 -3.424 2.013
N -2.502 -2.582 0.968
C -2.393 -1.269 1.126
C -1.610 -0.402 0.269
C -0.952 -0.984 -0.768
C -1.075 -2.413 -0.895
C -1.805 -3.089 0.004
C -0.093 -0.092 -1.616
C 1.038 -0.561 -2.361
C 1.954 0.383 -2.857
N 1.731 1.707 -2.664
C 0.597 2.112 -2.071
C -0.393 1.232 -1.644
C 2.799 2.674 -3.014
H -4.195 -3.670 1.691
H -3.329 -2.767 2.912
H -2.389 -4.199 2.245
H -2.950 -0.846 1.993
H -1.628 0.601 0.623
H -0.486 -2.916 -1.636
H -1.841 -4.181 0.044
H 1.062 -1.646 -2.541
H 2.813 0.088 -3.438
H 0.484 3.189 -1.971
H -1.349 1.591 -1.378
H 3.806 2.359 -2.748
H 2.496 3.638 -2.613
H 2.844 2.809 -4.114
C -0.152 10.186 -4.519
N 0.853 10.961 -3.694
C 0.976 12.279 -3.939
C 1.862 12.985 -3.191
C 2.487 12.368 -2.095
C 2.336 11.025 -1.857
C 1.517 10.324 -2.703
C 3.458 13.092 -1.257
C 3.116 14.298 -0.686
C 4.050 14.997 0.066
N 5.208 14.436 0.351
C 5.585 13.232 -0.178
C 4.717 12.554 -0.942
C 6.174 15.198 1.232
H -0.294 9.193 -4.127
H 0.310 10.308 -5.496
H -1.099 10.764 -4.521
H 0.279 12.668 -4.708
H 2.097 14.035 -3.402
H 2.679 10.527 -0.995
H 1.292 9.237 -2.651
H 2.125 14.693 -0.797
H 3.836 15.940 0.574
H 6.644 12.961 0.047
H 5.030 11.539 -1.313
H 5.792 15.098 2.285
H 6.148 16.241 1.047
H 7.173 14.742 1.093
C 5.896 -14.955 -0.575
N 5.299 -13.968 0.322
C 4.310 -13.188 -0.084
C 3.953 -12.119 0.802
C 4.656 -11.850 1.957
C 5.732 -12.727 2.296
C 6.017 -13.728 1.454
C 4.391 -10.638 2.799
C 3.109 -10.269 3.243
C 2.857 -9.010 3.809
N 3.879 -8.197 3.925
C 5.105 -8.529 3.550
C 5.405 -9.691 2.951
C 3.618 -6.878 4.549
H 6.788 -14.591 -1.092
H 5.051 -15.211 -1.207
H 6.177 -15.828 0.055
H 3.844 -13.386 -1.068
H 3.145 -11.480 0.450
H 6.238 -12.749 3.249
H 6.773 -14.492 1.600
H 2.278 -10.895 3.235
H 1.784 -8.637 3.914
H 5.777 -7.750 3.760
H 6.406 -9.936 2.528
H 4.469 -6.216 4.509
H 3.413 -6.988 5.649
H 2.822 -6.435 3.993
C -12.368 -0.650 14.466
C -12.015 -1.920 13.669
N -10.531 -2.069 13.643
C -9.724 -3.197 13.675
C -8.475 -2.819 13.359
N -8.435 -1.469 13.318
C -9.664 -1.060 13.503
C -7.262 -0.693 13.020
H -11.802 -0.557 15.396
H -13.413 -0.662 14.720
H -12.055 0.260 13.872
H -12.371 -2.069 12.661
H -12.389 -2.812 14.252
H -10.207 -4.173 13.898
H -7.547 -3.379 13.141
H -9.981 -0.002 13.446
H -7.584 0.329 13.209
H -7.088 -0.848 11.960
H -6.406 -0.998 13.648
C 1.332 3.623 10.508
C 1.832 2.273 9.952
N 2.413 2.529 8.666
C 3.672 2.908 8.471
C 3.839 3.090 7.132
N 2.634 2.689 6.513
C 1.814 2.292 7.481
C 2.425 2.481 5.148
H 2.182 4.231 10.476
H 0.845 3.565 11.474
H 0.548 3.857 9.773
H 0.990 1.572 9.889
H 2.681 1.862 10.454
H 4.342 3.149 9.296
H 4.644 3.374 6.474
H 0.832 1.859 7.318
H 3.217 1.850 4.845
H 2.390 3.462 4.655
H 1.471 1.964 4.920
C -9.159 10.366 -12.565
C -7.761 9.796 -12.767
N -7.652 8.377 -12.330
C -7.914 7.900 -11.084
C -7.711 6.566 -11.075
N -7.363 6.226 -12.336
C -7.342 7.309 -13.100
C -7.469 4.825 -12.754
H -9.117 11.436 -12.801
H -9.439 10.388 -11.501
H -9.888 9.899 -13.237
H -7.121 10.298 -12.027
H -7.394 9.974 -13.742
H -8.461 8.511 -10.378
H -7.699 5.850 -10.280
H -7.212 7.381 -14.176
H -7.024 4.660 -13.709
H -8.502 4.478 -12.730
H -6.939 4.302 -11.976
C 15.428 1.405 -9.521
C 15.195 2.851 -9.424
N 14.478 3.601 -10.144
C 14.358 4.816 -10.380
C 13.468 5.470 -11.423
N 12.925 4.758 -12.414
C 12.559 4.009 -13.327
C 11.457 6.715 -14.198
H 16.332 0.874 -9.123
H 14.518 0.945 -10.125
H -0.319 10.321 -10.139
H 3.634 -5.334 -1.566
H 15.558 3.480 -8.466
H 15.170 5.815 -10.048
H 13.791 6.513 -11.254
H 12.260 3.134 -14.005
H 10.551 6.683 -13.575
H 11.261 6.498 -15.301
H 12.321 7.331 -13.838
C -7.591 -12.780 5.067
C -6.766 -13.902 4.615
N -7.293 -14.530 3.381
C -6.859 -14.241 2.104
C -7.572 -15.049 1.313
N -8.494 -15.762 2.097
C -8.251 -15.450 3.394
C -9.415 -16.765 1.610
H -7.662 -12.032 4.373
H -7.045 -12.333 5.868
H -8.564 -13.181 5.437
H -6.627 -14.771 5.317
H -5.738 -13.534 4.381
H -6.100 -13.488 1.774
H -7.522 -15.304 0.234
H -8.705 -15.836 4.227
H -8.810 -17.507 1.027
H -9.938 -16.172 0.894
H -10.017 -17.091 2.404
Br 2.417 -1.302 2.201
Br 1.368 2.155 1.969
C 0.622 -6.386 0.043
F 0.912 -5.194 -0.478
F -0.486 -6.739 -0.467
F 1.568 -7.294 -0.378
S 0.577 -6.381 1.819
O -0.608 -5.563 2.029
O 0.489 -7.795 2.200
O 1.832 -5.766 2.165
C -0.909 5.294 -4.083
F -1.131 5.995 -5.130
F -1.893 5.388 -3.201
F -0.785 3.971 -4.387
S 0.711 5.966 -3.400
O 0.916 5.077 -2.191
O 1.711 5.840 -4.403
O 0.256 7.307 -3.039
*
```

Output
LUMO energy	-10.9	eV
gap between HOMO and LUMO	0.82	eV
F_max	0.1734	hartree/bohr

=====

Q: Which value of gap between HOMO and LUMO does entry 6 give?
A: 0.82 eV